Model P:
Formula: C9H9N3O
Source: the Open Molecules 2025 dataset
Level of theory: ωB97M-V with the def2-TZVPD basis set

The geometry in XYZ format:
```
22
Properties=species:S:1:pos:R:3
C -2.734 -2.312 -0.913
C -1.628 -2.452 -1.736
C -2.642 -1.298 0.054
C -0.553 -1.621 -1.811
C -1.563 -0.422 -0.008
C 2.725 1.464 1.775
C 2.277 2.518 2.625
C -0.488 -0.530 -0.915
C 0.634 0.536 -1.005
N 1.841 1.440 0.790
N 1.658 0.433 0.023
N 1.249 3.106 2.196
O 1.029 2.556 0.880
H -3.388 -3.143 -1.117
H -1.621 -3.295 -2.342
H -3.462 -0.987 0.786
H 0.318 -1.699 -2.452
H -1.393 0.231 0.868
H 3.592 0.829 1.862
H 2.713 2.739 3.525
H 1.269 0.438 -1.883
H 0.169 1.471 -1.204
```

Computed properties:
LUMO energy (spin up / spin down) (eV): 0.51 / 0.51
Total charge: 0

=====

Model Q:
Formula: C9H9N3O
Source: the Open Molecules 2025 dataset
Level of theory: ωB97M-V with the def2-TZVPD basis set

The geometry in XYZ format:
```
22
Properties=species:S:1:pos:R:3
C 3.390 -0.240 0.029
C 2.767 -1.431 0.060
C 2.602 0.970 -0.095
C 1.438 -1.586 -0.019
C 1.220 0.870 -0.036
C 0.607 -0.448 0.014
C -3.015 -0.901 -0.165
C -1.612 -1.433 0.057
C -2.218 1.235 -0.395
N -3.188 0.335 -0.338
N -0.760 -0.412 0.025
N -2.123 2.105 0.650
O -1.405 -2.632 0.163
H 4.437 -0.167 0.005
H 3.221 -2.419 -0.018
H 3.093 1.867 -0.327
H 1.163 -2.707 0.013
H 0.627 1.834 -0.020
H -4.035 -1.456 -0.275
H -1.981 1.597 -1.310
H -1.726 3.051 0.349
H -2.502 1.969 1.634
```

Computed properties:
LUMO energy (eV): -0.10
Total charge: 0

=====

Model R:
Formula: C9H9N3O
Source: the Open Molecules 2025 dataset
Level of theory: ωB97M-V with the def2-TZVPD basis set

The geometry in XYZ format:
```
22
Properties=species:S:1:pos:R:3
C -2.321 1.874 0.274
C -1.687 0.542 -0.110
C -2.421 -0.658 -0.411
C -1.758 -1.926 -0.264
C -0.395 -2.124 -0.039
C 0.186 -0.866 -0.245
C 2.496 0.080 -0.034
C 0.639 1.431 -0.245
C -0.316 0.419 -0.208
H -1.324 3.265 0.203
H -3.462 2.183 -0.133
H -2.216 1.582 1.756
H -3.541 -0.482 -0.214
H -2.300 -2.823 -0.354
H 0.201 -3.237 0.916
H 2.178 -1.622 -0.687
H 4.236 0.647 -0.110
H 4.096 -1.066 0.478
N 1.614 -0.938 0.042
N 3.798 -0.255 -0.190
N 1.979 1.304 0.060
O 0.317 2.672 -0.488
```

Computed properties:
LUMO energy (eV): -0.13
Total charge: 0

=====

Going by the computed energies, the most stable comes first: model Q, model P, model R.

=====

Model P:
Formula: C4H16O4
Source: the Open Molecules 2025 dataset
Level of theory: ωB97M-V with the def2-TZVPD basis set

The geometry in XYZ format:
```
24
Properties=species:S:1:pos:R:3
C 0.164 -1.395 3.222
O -0.099 -1.009 1.874
H 0.915 -2.180 3.292
H 0.548 -0.538 3.777
H -0.737 -1.749 3.721
H -1.058 -1.060 1.796
C 0.103 -1.919 -2.960
O 1.238 -2.233 -2.149
H -0.775 -1.713 -2.332
H 0.287 -0.960 -3.459
H -0.127 -2.737 -3.631
H 1.209 -1.581 -1.435
C -2.013 2.154 -0.904
O -2.386 2.611 0.390
H -2.823 1.497 -1.213
H -1.831 2.956 -1.623
H -1.099 1.551 -0.863
H -1.650 3.089 0.782
C 1.942 1.139 0.297
O 1.236 0.108 -0.339
H 3.000 1.101 0.046
H 1.528 2.133 0.093
H 1.867 1.026 1.387
H 0.557 -0.291 0.232
```

Computed properties:
LUMO energy (eV): 0.48
SMILES: CO.CO.CO.CO
Total charge: 0

=====

Model Q:
Formula: C4H16O4
Source: the Open Molecules 2025 dataset
Level of theory: ωB97M-V with the def2-TZVPD basis set

The geometry in XYZ format:
```
24
Properties=species:S:1:pos:R:3
C -1.371 -1.571 1.932
C -1.617 -1.708 3.392
C -0.850 -2.448 4.190
C -2.797 -0.986 4.035
H -1.903 -2.385 1.418
H -0.316 -1.747 1.728
H -1.809 -0.676 1.500
H -1.044 -2.625 5.237
H 0.036 -2.937 3.796
H -3.355 -0.408 3.297
H -2.582 -0.338 4.879
H -3.453 -1.784 4.399
H 1.158 -1.091 -5.226
H 1.791 0.294 -5.230
O 1.175 -0.277 -5.742
H 1.074 2.999 -3.484
H -0.413 3.102 -3.624
O 0.329 3.475 -3.139
H 2.011 2.537 -6.601
H 2.394 3.230 -5.217
O 2.286 2.387 -5.683
H 3.270 1.493 1.977
H 2.582 0.486 1.015
O 3.402 0.978 1.151
```

Computed properties:
LUMO energy (eV): 0.45
SMILES: C=C(C)C.O.O.O.O
Total charge: 0

=====

Going by the computed energies, the most stable comes first: model Q, model P.

=====

Model P:
Formula: C4H16O4
Source: the Open Molecules 2025 dataset
Level of theory: ωB97M-V with the def2-TZVPD basis set

The geometry in XYZ format:
```
24
Properties=species:S:1:pos:R:3
O -12.277 10.560 4.525
H -12.944 11.252 4.566
H -11.716 10.741 5.283
O -12.358 10.389 8.093
H -12.872 11.082 8.515
H -12.903 9.602 8.172
C -15.953 15.849 2.788
C -16.008 15.960 4.309
O -15.838 17.304 4.746
H -15.756 14.830 2.455
H -15.095 16.424 2.418
H -16.842 16.270 2.325
H -15.256 15.290 4.734
H -16.998 15.676 4.659
H -14.902 17.521 4.770
C -11.866 14.631 4.011
C -12.404 14.739 5.428
O -12.981 13.496 5.818
H -12.671 14.562 3.282
H -11.240 13.740 3.945
H -11.221 15.477 3.767
H -13.187 15.498 5.528
H -11.613 15.055 6.115
H -12.589 13.169 6.631
```

Computed properties:
LUMO energy (eV): 0.36
SMILES: CCO.CCO.O.O
Total charge: 0

=====

Model Q:
Formula: C4H16O4
Source: the Open Molecules 2025 dataset
Level of theory: ωB97M-V with the def2-TZVPD basis set

The geometry in XYZ format:
```
24
Properties=species:S:1:pos:R:3
C -0.163 3.729 -2.234
O -0.517 3.795 -0.850
H 0.519 4.538 -2.497
H 0.218 2.771 -2.586
H -1.086 3.896 -2.789
H -1.047 2.998 -0.781
C -0.569 0.330 1.160
O 0.423 -0.467 1.752
H -0.347 0.202 0.100
H -1.601 0.070 1.393
H -0.511 1.391 1.401
H 0.626 -1.224 1.197
C 2.144 -1.204 -2.402
O 3.076 -0.195 -2.844
H 1.258 -1.001 -3.004
H 2.591 -2.188 -2.540
H 1.847 -1.035 -1.366
H 3.347 -0.449 -3.729
C -1.743 -2.495 3.794
O -1.803 -3.664 2.906
H -0.681 -2.250 3.825
H -2.131 -1.583 3.341
H -2.300 -2.599 4.725
H -1.549 -3.368 2.029
```

Computed properties:
LUMO energy (eV): 0.32
SMILES: CO.CO.CO.CO
Total charge: 0

=====

Going by the computed energies, the most stable comes first: model P, model Q.

=====

Model P:
Formula: C4H16O4
Source: the Open Molecules 2025 dataset
Level of theory: ωB97M-V with the def2-TZVPD basis set

The geometry in XYZ format:
```
24
Properties=species:S:1:pos:R:3
C -1.220 -0.899 -2.334
C -0.083 -0.133 -1.692
C -0.124 1.185 -1.605
C 0.836 2.011 -0.785
H -2.089 -0.366 -2.702
H -0.825 -1.378 -3.253
H -1.437 -1.824 -1.796
H 0.724 -0.715 -1.266
H -0.599 1.833 -2.341
H 0.291 2.874 -0.390
H 1.452 1.456 -0.089
H 1.476 2.585 -1.477
H 2.790 -4.011 -1.665
H 2.283 -3.581 -0.337
O 1.948 -3.783 -1.228
H -3.215 0.751 0.161
H -2.550 -0.403 -0.638
O -3.361 -0.161 -0.155
H -2.329 3.778 5.758
H -1.098 2.847 5.340
O -1.434 3.507 5.989
H 2.621 -1.724 1.285
H 2.840 -0.628 0.204
O 3.221 -1.396 0.648
```

Computed properties:
LUMO energy (eV): 0.40
SMILES: C/C=C/C.O.O.O.O
Total charge: 0

=====

Model Q:
Formula: C4H16O4
Source: the Open Molecules 2025 dataset
Level of theory: ωB97M-V with the def2-TZVPD basis set

The geometry in XYZ format:
```
24
Properties=species:S:1:pos:R:3
C 2.784 -0.178 0.493
C 1.632 -0.998 0.976
C 0.356 -0.710 1.152
C -0.681 -1.760 1.551
H 3.104 -0.436 -0.500
H 2.589 0.888 0.545
H 3.611 -0.365 1.183
H 1.915 -1.949 1.381
H -0.158 0.224 0.924
H -1.621 -1.556 1.044
H -0.225 -2.739 1.404
H -0.943 -1.691 2.615
H 0.133 -1.331 -2.105
H 0.858 -0.432 -3.062
O 0.928 -1.307 -2.662
H -0.572 3.089 -0.382
H 0.833 3.032 0.290
O 0.226 3.603 -0.193
H -2.706 2.109 0.786
H -2.325 0.613 0.827
O -2.931 1.245 0.428
H -2.668 0.240 -1.540
H -2.144 -0.073 -2.963
O -1.996 0.482 -2.190
```

Computed properties:
LUMO energy (eV): 0.36
SMILES: C/C=C/C.O.O.O.O
Total charge: 0

=====

Going by the computed energies, the most stable comes first: model Q, model P.

=====

Model P:
Formula: C4H16O4
Source: the Open Molecules 2025 dataset
Level of theory: ωB97M-V with the def2-TZVPD basis set

The geometry in XYZ format:
```
24
Properties=species:S:1:pos:R:3
C 3.550 0.993 -1.926
O 4.315 1.357 -0.784
H 4.216 0.466 -2.609
H 2.686 0.386 -1.653
H 3.251 1.897 -2.457
H 3.938 0.887 -0.036
C -1.046 0.667 -1.329
O -1.022 0.932 0.060
H -1.578 -0.275 -1.459
H -1.629 1.498 -1.724
H -0.076 0.516 -1.803
H -0.537 0.181 0.410
C -4.084 0.520 1.480
O -2.994 1.347 1.772
H -5.112 0.851 1.624
H -4.030 0.042 0.502
H -4.121 -0.280 2.220
H -2.325 1.212 1.097
C 0.928 -2.479 1.276
O 0.895 -1.466 0.311
H 0.958 -2.038 2.273
H 0.219 -3.297 1.155
H 1.898 -2.970 1.205
H 1.699 -0.946 0.392
```

Computed properties:
LUMO energy (eV): 0.13
SMILES: CO.CO.CO.CO
Total charge: 0

=====

Model Q:
Formula: C4H16O4
Source: the Open Molecules 2025 dataset
Level of theory: ωB97M-V with the def2-TZVPD basis set

The geometry in XYZ format:
```
24
Properties=species:S:1:pos:R:3
C -1.840 -4.013 0.724
O -0.875 -3.958 1.759
H -1.806 -4.988 0.237
H -2.853 -4.009 1.128
H -1.477 -3.224 0.066
H -0.024 -4.001 1.318
C 1.518 3.509 -7.318
O 0.266 3.434 -6.605
H 2.329 3.655 -6.605
H 1.606 2.579 -7.880
H 1.393 4.342 -8.010
H -0.354 2.967 -7.171
C 0.422 1.641 -0.052
O 0.496 1.024 -1.391
H 0.770 2.670 -0.133
H -0.531 1.602 0.477
H 1.165 1.114 0.547
H 0.411 1.655 -2.110
C -0.071 -0.680 6.930
O -0.729 -1.930 6.917
H -0.644 0.237 6.797
H 0.376 -0.647 7.923
H 0.748 -0.542 6.224
H -0.295 -2.438 6.228
```

Computed properties:
LUMO energy (eV): 0.61
SMILES: CO.CO.CO.CO
Total charge: 0

=====

Going by the computed energies, the most stable comes first: model P, model Q.

=====

Model P:
Formula: C5H15N3
Source: the Open Molecules 2025 dataset
Level of theory: ωB97M-V with the def2-TZVPD basis set

The geometry in XYZ format:
```
23
Properties=species:S:1:pos:R:3
C 1.580 -2.000 0.464
C 1.197 -0.683 -0.228
C -0.289 -0.568 -0.662
C -1.120 0.329 0.210
C -1.130 1.655 -0.035
N -1.905 2.655 0.728
N -1.724 -0.317 1.246
N 2.095 -0.481 -1.440
H 0.744 -2.703 0.391
H 2.488 -2.420 0.048
H 1.775 -1.814 1.517
H 1.434 0.145 0.429
H -0.693 -1.586 -0.653
H -0.348 -0.361 -1.730
H -0.651 1.995 -0.928
H -1.374 3.530 0.832
H -2.061 2.306 1.683
H -2.807 2.850 0.271
H -1.815 -1.325 1.238
H -2.377 0.157 1.847
H 3.043 -0.817 -1.260
H 2.158 0.498 -1.731
H 1.777 -1.045 -2.238
```

Computed properties:
LUMO energy (eV): -6.44
SMILES: C[C@@H]([NH3+])C/C(N)=C/[NH3+]
Total charge: +2

=====

Model Q:
Formula: C5H15N3
Source: the Open Molecules 2025 dataset
Level of theory: ωB97M-V with the def2-TZVPD basis set

The geometry in XYZ format:
```
23
Properties=species:S:1:pos:R:3
C -0.981 1.176 0.742
C -1.207 1.120 -2.607
C 1.881 -2.076 1.329
C 0.011 0.423 -2.056
C -0.245 -0.604 -0.846
N -1.219 1.488 2.035
N -0.282 0.183 0.314
N 1.305 -0.995 2.070
H -1.334 1.911 0.068
H -1.962 1.320 -1.760
H -0.788 2.260 -2.738
H -1.623 0.647 -3.424
H 1.324 -3.064 1.279
H 1.978 -1.704 0.329
H 2.921 -2.137 1.666
H 0.799 1.059 -1.628
H 0.562 -0.163 -2.873
H -1.031 -1.239 -0.993
H 0.700 -1.297 -0.665
H -1.916 2.120 2.392
H -1.292 0.688 2.682
H 0.930 -1.089 2.959
H 1.469 -0.025 1.722
```

Computed properties:
LUMO energy (spin up / spin down) (eV): -11.33 / -11.65
Total charge: +2

=====

Going by the computed energies, the most stable comes first: model P, model Q.